1) This record from the Open Molecules 2025 dataset describes 3 unconnected molecules or ions with the total composition C7H17NO. The level of theory is wB97M-V/def2-TZVPD.

```
! wB97M-V def2-TZVPD RIJCOSX def2/J DEFGRID3
* xyz 0 1
C -0.497 0.436 0.331
C 0.881 -0.464 2.043
C 0.231 -0.466 -0.403
C -0.976 0.444 -2.234
C 0.559 -1.882 2.414
C 1.622 -0.252 -0.908
C -0.513 1.827 -2.605
N -1.747 0.192 0.867
O 0.429 0.477 2.975
H -0.540 0.451 2.963
H -0.189 1.474 0.370
H 1.938 -0.283 1.864
H -0.154 -1.478 -0.463
H -2.176 -0.683 0.599
H -2.392 0.967 0.816
H -2.042 0.359 -2.023
H -0.660 -0.341 -2.921
H -0.524 -2.060 2.418
H 1.024 -2.587 1.720
H 0.917 -2.137 3.423
H 2.318 -0.948 -0.432
H 1.671 -0.446 -1.982
H 1.964 0.766 -0.721
H -0.897 2.178 -3.577
H -0.825 2.573 -1.866
H 0.579 1.884 -2.668
*
```

Results
HOMO (alpha / beta): -6.039 / -6.172 eV
LUMO (alpha / beta): 0.0326 / 0.0325 hartree
Gap between HOMO and LUMO (alpha / beta): 6.93 / 7.06 eV

***

2) This record from the Open Molecules 2025 dataset describes a molecular structure, C7H17NO. The level of theory is wB97M-V/def2-TZVPD.

```
! wB97M-V def2-TZVPD RIJCOSX def2/J DEFGRID3
* xyz 0 1
C 1.789 -2.110 0.461
C 2.250 -3.005 1.556
C -1.426 1.720 -0.443
C -0.770 2.083 -1.872
C -2.757 1.306 -0.575
C -1.353 3.002 0.589
C -0.737 0.530 0.360
H 1.324 -2.078 -1.514
H 1.617 -3.711 -0.843
H 3.022 -2.355 2.046
H 2.690 -3.976 1.304
H 1.463 -3.217 2.334
H -0.446 1.202 -2.365
H -1.630 2.581 -2.445
H 0.326 2.722 -1.564
H -3.368 1.061 0.322
H -3.436 2.026 -1.071
H -2.770 0.403 -1.127
H -1.360 2.244 1.711
H -2.106 3.939 0.735
H -0.240 3.424 0.432
H 0.476 0.393 0.042
H -0.844 0.842 1.535
H -1.176 -0.541 0.058
N 1.680 -2.653 -0.779
O 1.590 -0.944 0.677
*
```

Results
HOMO: -9.554 eV
LUMO: 0.0244 hartree
Gap between HOMO and LUMO: 10.22 eV

***

2) is preferred energetically. Next in line: 139.6 kJ/mol higher.

***

1) This record from the Open Molecules 2025 dataset describes 10 unconnected molecules or ions with the total composition C30H70N10O10. The level of theory is wB97M-V/def2-TZVPD.

```
! wB97M-V def2-TZVPD RIJCOSX def2/J DEFGRID3
* xyz 0 1
C 9.572 10.437 14.873
N 8.332 10.798 15.545
C 8.147 10.921 16.879
C 6.741 11.134 17.286
O 9.042 10.848 17.689
H 9.396 10.018 13.898
H 10.141 9.780 15.557
H 10.182 11.306 14.735
H 7.520 11.096 15.014
H 6.574 12.210 17.204
H 6.747 10.974 18.384
H 5.957 10.621 16.821
C 12.224 16.959 10.774
N 11.011 17.767 10.648
C 9.758 17.566 11.080
C 8.728 18.605 10.647
O 9.411 16.547 11.701
H 11.905 15.933 10.697
H 12.709 16.952 11.730
H 12.885 17.163 9.991
H 11.059 18.651 10.123
H 9.180 19.572 10.602
H 7.858 18.652 11.214
H 8.411 18.303 9.610
C 16.368 15.267 17.164
N 15.128 15.424 16.397
C 15.081 15.849 15.133
C 13.723 16.057 14.529
O 16.109 16.113 14.462
H 17.164 15.427 16.418
H 16.400 14.280 17.583
H 16.400 16.030 17.948
H 14.248 15.446 16.949
H 13.689 17.113 14.302
H 12.954 15.692 15.179
H 13.607 15.532 13.578
C 6.259 15.872 14.137
N 7.678 15.484 13.971
C 8.335 14.803 14.951
C 9.770 14.575 14.578
O 7.813 14.472 16.013
H 5.796 16.005 13.188
H 6.151 16.657 14.842
H 5.710 14.939 14.531
H 8.228 15.970 13.337
H 10.175 13.766 15.142
H 10.457 15.453 14.816
H 9.752 14.445 13.505
C 15.082 9.212 14.858
N 14.166 8.478 14.020
C 13.281 9.117 13.282
C 12.330 8.444 12.375
O 13.100 10.315 13.492
H 14.910 10.266 14.987
H 16.140 9.055 14.461
H 15.152 8.740 15.793
H 14.352 7.512 13.710
H 11.724 7.826 13.008
H 12.761 7.848 11.585
H 11.691 9.244 11.919
C 12.473 12.358 16.009
N 11.439 12.563 16.949
C 11.492 13.718 17.684
C 10.501 13.906 18.780
O 12.294 14.562 17.377
H 13.462 12.044 16.375
H 12.752 13.211 15.370
H 12.196 11.607 15.348
H 10.634 11.927 17.035
H 10.333 14.940 19.055
H 10.903 13.419 19.668
H 9.518 13.523 18.525
C 12.530 11.788 8.590
N 13.206 13.133 8.381
C 12.762 13.988 7.367
C 13.317 15.373 7.416
O 12.023 13.610 6.462
H 11.393 11.851 8.614
H 12.893 11.225 9.495
H 12.540 11.216 7.658
H 13.730 13.601 9.116
H 14.287 15.251 7.836
H 12.704 16.058 8.000
H 13.397 15.770 6.415
C 8.260 12.698 12.208
N 8.489 13.360 10.938
C 9.072 12.677 9.900
C 9.179 13.492 8.611
O 9.518 11.578 10.037
H 7.771 13.299 12.917
H 9.159 12.369 12.791
H 7.658 11.823 12.032
H 8.459 14.390 10.844
H 8.554 13.003 7.852
H 10.205 13.467 8.188
H 8.732 14.513 8.733
C 18.688 15.398 11.599
N 17.729 16.421 11.901
C 17.021 16.951 10.836
C 15.813 17.835 11.169
O 17.384 16.751 9.708
H 19.543 15.776 11.037
H 18.164 14.674 10.934
H 19.090 14.927 12.501
H 17.371 16.444 12.840
H 16.051 18.545 11.997
H 14.921 17.160 11.407
H 15.652 18.394 10.282
C 12.072 12.983 12.129
N 13.491 12.655 12.145
C 14.350 13.495 11.623
C 15.812 13.217 11.842
O 14.029 14.494 10.953
H 11.796 13.177 11.055
H 11.913 13.866 12.753
H 11.355 12.188 12.505
H 13.875 12.012 12.843
H 16.183 13.903 12.589
H 16.274 13.422 10.909
H 15.895 12.143 12.068
*
```

Results
SMILES: CNC(C)=O.CNC(C)=O.CNC(C)=O.CNC(C)=O.CNC(C)=O.CNC(C)=O.CNC(C)=O.CNC(C)=O.CNC(C)=O.CNC(C)=O
HOMO: -8.842 eV
LUMO: 0.0114 hartree
Gap between HOMO and LUMO: 9.15 eV

***

2) This record from the Open Molecules 2025 dataset describes a molecular structure, C30H70N10O10. The level of theory is wB97M-V/def2-TZVPD.

```
! wB97M-V def2-TZVPD RIJCOSX def2/J DEFGRID3
* xyz 0 1
C -2.873 1.101 0.048
O -2.291 1.843 -0.736
N -2.806 1.125 1.363
C -3.707 0.279 2.200
C -2.083 2.018 2.205
H -3.668 0.398 -0.245
H -4.215 0.924 2.917
H -3.240 -0.520 2.776
H -4.304 -0.361 1.549
H -2.667 2.928 2.342
H -1.959 1.602 3.205
H -1.141 2.390 1.801
C 3.936 -1.633 -1.001
O 3.263 -0.608 -1.022
N 3.433 -2.786 -0.581
C 4.197 -4.052 -0.424
C 1.992 -2.923 -0.081
H 5.001 -1.680 -1.275
H 5.163 -3.983 -0.924
H 3.633 -4.819 -0.955
H 4.310 -4.189 0.652
H 1.991 -3.185 0.977
H 1.446 -1.982 -0.016
H 1.425 -3.728 -0.548
C -0.396 -0.409 4.555
O 0.744 -0.679 4.208
N -1.511 -0.995 4.115
C -2.808 -0.763 4.753
C -1.510 -1.930 3.046
H -0.619 0.419 5.245
H -2.714 -0.289 5.730
H -3.172 -1.721 5.126
H -3.598 -0.301 4.161
H -0.519 -2.137 2.641
H -2.141 -2.748 3.393
H -2.071 -1.620 2.165
C 3.034 2.145 0.693
O 2.437 2.314 1.762
N 3.660 3.147 -0.056
C 4.509 2.930 -1.237
C 3.712 4.605 0.323
H 3.128 1.169 0.193
H 5.519 3.298 -1.058
H 3.971 3.367 -2.078
H 4.592 1.912 -1.618
H 2.989 5.009 1.032
H 4.625 4.867 0.859
H 3.715 5.245 -0.559
C -4.198 -4.003 -0.416
O -4.425 -4.924 0.400
N -3.556 -2.839 -0.054
C -2.885 -2.058 -1.106
C -3.198 -2.509 1.309
H -4.510 -4.027 -1.472
H -3.108 -0.996 -1.008
H -3.244 -2.418 -2.070
H -1.805 -2.149 -0.993
H -3.276 -1.439 1.500
H -3.971 -2.910 1.965
H -2.178 -2.745 1.614
C 1.204 0.418 -2.578
O 0.044 0.684 -2.255
N 1.580 0.400 -3.860
C 2.910 -0.211 -4.119
C 0.682 0.645 -4.981
H 2.018 0.173 -1.879
H 3.076 -0.893 -3.285
H 3.714 0.523 -4.177
H 2.828 -0.766 -5.053
H -0.093 1.368 -4.726
H 1.207 1.096 -5.823
H 0.251 -0.286 -5.349
C -3.158 2.866 -2.157
O -3.596 4.061 -2.131
N -2.210 2.272 -2.913
C -1.688 2.950 -4.044
C -1.903 0.825 -2.775
H -3.522 2.205 -1.355
H -2.404 3.730 -4.303
H -1.659 2.178 -4.813
H -0.718 3.422 -3.886
H -2.497 0.203 -3.445
H -0.880 0.604 -3.077
H -2.041 0.550 -1.729
C 0.021 -4.227 4.445
O -0.879 -5.042 4.756
N 0.498 -4.003 3.198
C 1.367 -2.941 2.807
C 0.094 -4.923 2.096
H 0.540 -3.596 5.183
H 1.228 -2.766 1.741
H 2.442 -3.012 2.977
H 1.044 -2.061 3.363
H -0.442 -4.359 1.332
H 0.928 -5.455 1.637
H -0.638 -5.675 2.390
C 1.101 3.385 -3.186
O 1.857 4.147 -3.792
N 0.808 3.583 -1.841
C -0.168 2.747 -1.147
C 1.423 4.707 -1.089
H 0.552 2.541 -3.633
H -0.536 1.965 -1.812
H -0.880 3.445 -0.708
H 0.234 2.172 -0.313
H 0.678 5.308 -0.567
H 2.087 4.230 -0.367
H 2.048 5.298 -1.758
C 0.473 -0.894 1.659
O 0.317 -2.059 1.334
N 0.148 0.136 0.831
C 0.471 1.579 1.023
C -0.514 -0.037 -0.470
H 0.859 -0.512 2.617
H 0.780 1.696 2.062
H -0.349 2.284 0.889
H 1.294 1.771 0.334
H -1.194 0.719 -0.864
H 0.200 -0.187 -1.280
H -1.091 -0.960 -0.424
*
```

Results
HOMO: -7.412 eV
LUMO: 0.0047 hartree
Gap between HOMO and LUMO: 7.54 eV

***

1) is preferred energetically. Next in line: 3485.0 kJ/mol higher.